ORCA calculation (wB97M-V/def2-TZVPD) on one molecule with the formula C7H8O at a distorted geometry.

Computed properties:
Structure (SMILES): C#C/C=C(\C)[C@@H]1CO1
HOMO level (eV): -9.37
ΔE to the lowest compared entry with this formula, charge and spin (kJ/mol): 695.7
E (eV): -9429.032

The geometry in ORCA input format:
```
! RIJCOSX wB97M-V def2-TZVPD def2/J DEFGRID3
* xyz 0 1
C -0.62 -1.83 -2.95
C -0.47 -0.98 -2.05
C -0.02 -0.12 -0.96
C -0.11 -0.03 0.34
C -0.68 -1.42 0.97
C 0.22 1.12 1.20
C 1.24 2.30 0.83
O 1.45 1.20 1.77
H -1.12 -2.28 -3.78
H 0.30 0.71 -1.53
H -1.97 -1.43 1.19
H -0.30 -2.26 0.17
H -0.21 -1.85 2.00
H -0.59 1.38 1.92
H 1.12 3.59 1.02
H 1.77 1.91 -0.14
*
```

---

ORCA calculation (wB97M-V/def2-TZVPD) on one molecule with the formula C7H8O2 at a distorted geometry.

Computed properties:
HOMO level (alpha / beta) (eV): -7.07 / -6.66
ΔE to the lowest compared entry with this formula, charge and spin (kJ/mol): 569.0
E (eV): -11477.663

The geometry in ORCA input format:
```
! RIJCOSX wB97M-V def2-TZVPD def2/J DEFGRID3
* xyz 0 1
C 2.02 1.52 1.59
C 1.57 1.03 0.57
C -1.72 0.95 -0.39
C -1.93 -0.37 0.09
C -0.57 -1.11 0.48
C 0.59 -1.01 -0.55
C 1.27 0.31 -0.62
O -2.10 2.05 -0.52
O 1.56 0.62 -1.95
H 2.09 1.66 2.64
H -2.55 -0.36 1.00
H -2.38 -0.85 -0.73
H -0.10 -0.94 1.44
H -1.00 -2.11 0.73
H 1.29 -1.84 -0.28
H 0.20 -1.17 -1.60
H 1.75 1.63 -1.91
*
```

---

ORCA calculation (wB97M-V/def2-TZVPD) on one molecule with the formula C7H8O3 at a distorted geometry.

Computed properties:
Structure (SMILES): Cc1cc(O)c(C)c(=O)o1
HOMO level (eV): -8.52
ΔE to the lowest compared entry with this formula, charge and spin (kJ/mol): 145.3
E (eV): -13529.751

The geometry in ORCA input format:
```
! RIJCOSX wB97M-V def2-TZVPD def2/J DEFGRID3
* xyz 0 1
C -3.20 -0.19 0.05
C -1.62 -0.23 0.08
C -0.63 -1.24 0.01
C 0.74 -0.82 -0.04
O 1.74 -1.79 -0.04
C 1.24 0.46 -0.01
C 2.63 0.65 0.21
C 0.22 1.45 -0.02
O 0.26 2.67 -0.16
O -1.13 1.01 0.06
H -3.68 -0.98 -0.46
H -3.64 -0.17 0.93
H -3.42 0.79 -0.40
H -1.03 -2.25 -0.19
H 2.43 -1.56 -0.64
H 3.05 0.23 1.14
H 3.15 0.24 -0.70
H 2.89 1.73 0.17
*
```

---

ORCA calculation (wB97M-V/def2-TZVPD) on one molecule with the formula C7H8OS at a distorted geometry.

Computed properties:
HOMO level (alpha / beta) (eV): -7.51 / -7.51
ΔE to the lowest compared entry with this formula, charge and spin (kJ/mol): 373.0
E (eV): -20266.219

The geometry in ORCA input format:
```
! RIJCOSX wB97M-V def2-TZVPD def2/J DEFGRID3
* xyz 0 1
C 1.26 -1.04 0.83
C 0.01 -0.87 0.39
C 2.74 0.38 -0.26
C 2.30 0.06 1.03
C 0.46 1.24 -0.85
C -0.58 0.39 -0.19
C -1.95 0.29 -0.85
O 3.59 0.46 -1.12
S 0.01 2.01 0.65
H 1.51 -2.03 0.98
H -0.69 -1.65 0.36
H 1.68 0.91 1.21
H 3.01 0.09 1.81
H 0.01 1.69 -1.69
H -2.75 0.34 -0.07
H -1.98 -0.65 -1.39
H -1.97 1.10 -1.53
*
```